Run i
The following is a quantum chemistry calculation of one molecule with the formula C5H14N2O, from the Open Molecules 2025 dataset.

```
! RIJCOSX wB97M-V def2-TZVPD def2/J DEFGRID3
* xyz 0 1
C 0.8587 -1.5495 1.1715
C 0.1405 -0.4884 0.2483
C 1.1550 -0.0645 -0.9093
C 2.3521 0.8376 -0.3858
N 1.9619 1.9158 0.6927
N -1.1358 -0.8874 -0.1894
C -2.0783 0.0067 -0.6906
O -3.2945 0.0339 -0.0555
H 1.2295 -2.5822 0.6658
H 1.7753 -1.2116 1.6801
H 0.1358 -1.6364 2.0566
H -0.0910 0.4586 0.8968
H 1.5549 -1.0652 -1.1502
H 0.4486 0.3881 -1.6257
H 2.6296 1.5069 -1.2571
H 3.1043 0.1468 0.1526
H 0.9127 1.8196 0.8969
H 2.3672 2.8019 0.3951
H -0.8478 -1.6864 -0.8310
H -1.7473 1.0801 -0.7108
H -2.2647 -0.1456 -1.7936
H -3.2012 0.2042 0.9398
*
```

Calculated values
SMILES: C[C@@H](CCN)NCO
HOMO-LUMO gap: 9.9581 eV
Molar mass: 118.18 g/mol
HOMO energy: -9.0640 eV



Run ii
The following is a quantum chemistry calculation of one molecule with the formula C5H14N2O, from the Open Molecules 2025 dataset.

```
! RIJCOSX wB97M-V def2-TZVPD def2/J DEFGRID3
* xyz 0 1
C 0.1480 -2.5827 1.2913
N 1.2288 -1.5678 1.2936
C 0.7579 -0.1929 1.2785
C 0.3638 0.4260 -0.0790
C -0.0012 1.9253 0.2482
O -1.0198 2.4241 -0.6183
N -0.5777 -0.3838 -0.8607
C -0.5847 0.0865 -2.3231
H 0.2168 -3.0053 2.3102
H 0.2272 -3.3082 0.5006
H -0.8366 -2.1197 1.3042
H 1.8349 -1.6846 0.4903
H 1.6293 0.3847 1.6538
H -0.0617 0.0813 1.9512
H 1.2319 0.5138 -0.7278
H -0.4721 2.0865 1.2371
H 0.8126 2.6153 0.0016
H -1.8028 1.9003 -0.7247
H -1.5027 -0.3768 -0.4406
H 0.2394 -0.4873 -2.7232
H -0.6977 1.1458 -2.5169
H -1.5388 -0.3366 -2.6495
*
```

Calculated values
SMILES: CNC[C@H](CO)NC
HOMO-LUMO gap: 9.2620 eV
Molar mass: 118.18 g/mol
HOMO energy: -8.4329 eV



Run iii
The following is a quantum chemistry calculation of one molecule with the formula C5H14N2O, from the Open Molecules 2025 dataset.

```
! RIJCOSX wB97M-V def2-TZVPD def2/J DEFGRID3
* xyz 0 1
C -0.3317 0.6196 1.1806
N -0.4168 -0.4447 0.1791
C 0.8479 -1.2039 0.0022
C 1.9355 -1.0622 1.0580
N 2.9080 0.0128 0.8600
C -0.8313 0.1328 -1.0899
C -2.3455 0.3584 -1.1694
O -2.6888 1.7022 -0.8205
H 0.1897 1.5218 0.8435
H -0.0164 0.2054 2.1163
H -1.3263 0.9845 1.3993
H 0.5668 -2.2524 -0.0644
H 1.2933 -0.9293 -0.9414
H 2.4570 -2.0108 1.1746
H 1.4701 -0.8460 2.0095
H 3.4318 -0.1255 0.0037
H 2.4165 0.8703 0.6216
H -0.5563 -0.5392 -1.9037
H -0.3374 1.0925 -1.3142
H -2.6834 0.0999 -2.1749
H -2.7892 -0.2760 -0.4312
H -3.1935 2.0898 -1.5388
*
```

Calculated values
SMILES: CN(CCN)CCO
HOMO-LUMO gap: 9.4097 eV
Molar mass: 118.18 g/mol
HOMO energy: -8.5109 eV



Run iv
The following is a quantum chemistry calculation of a 3-piece molecular cluster, C5H14N2O overall, from the Open Molecules 2025 dataset.

```
! RIJCOSX wB97M-V def2-TZVPD def2/J DEFGRID3
* xyz 0 1
C -2.0663 0.4906 -0.6620
C 0.1700 0.9283 0.6115
C 0.1821 0.6637 -0.7392
C 2.5338 0.3103 0.0880
C -2.2218 -0.8594 -1.2929
N -0.0032 0.0034 1.6003
N 2.4731 -0.9997 0.7102
O -2.6942 0.6197 0.5802
H -2.2473 0.0236 1.2026
H -2.3593 1.3331 -1.2833
H 0.0690 1.9645 0.9183
H 0.5880 -0.8300 1.4424
H 0.0825 0.3668 2.5395
H 2.4696 -1.7371 0.0142
H 3.2335 -1.1956 1.3594
H 0.2401 1.5040 -1.4135
H 0.3870 -0.3147 -1.1454
H 3.0142 0.3060 -0.8918
H 2.9339 1.0817 0.7403
H -3.2768 -1.1618 -1.3581
H -1.6970 -1.6328 -0.7156
H -1.8109 -0.8645 -2.3051
*
```

Calculated values
HOMO-LUMO gap (spin up / spin down): 6.5198 / 7.1244 eV
Molar mass: 118.18 g/mol
HOMO energy (spin up / spin down): -5.5411 / -6.1409 eV



It turns out run iii is the most stable, with the second structure 0.0234 hartree higher.



Run i
The following is a quantum chemistry calculation of a 2-piece molecular cluster, C2H3ClO2 overall, from the Open Molecules 2025 dataset.

```
! RIJCOSX wB97M-V def2-TZVPD def2/J DEFGRID3
* xyz 0 1
C 1.0044 0.7765 0.3189
C -0.6147 -0.5204 0.2921
O 0.7467 1.4836 -0.6453
O -0.4400 -1.4620 -0.5381
Cl -2.1020 0.2912 0.1880
H 0.8375 1.1310 1.3496
H 1.7090 -0.0616 0.2407
H -1.1409 -1.6383 -1.2060
*
```

Calculated values
HOMO-LUMO gap: 8.9686 eV
Molar mass: 94.50 g/mol
HOMO energy: -9.3017 eV



Run ii
The following is a quantum chemistry calculation of a 2-piece molecular cluster, C2H3ClO2 overall, from the Open Molecules 2025 dataset.

```
! RIJCOSX wB97M-V def2-TZVPD def2/J DEFGRID3
* xyz 0 1
O 0.5665 0.5016 0.0572
C 0.1295 -0.1082 1.2435
O 0.2008 1.1235 1.9001
C 0.6132 1.6331 0.7042
H -0.8426 -0.6471 1.3398
H 1.3061 2.3445 0.6300
Cl -0.9034 -2.0593 -2.3985
H -1.0700 -2.7882 -3.4761
*
```

Calculated values
SMILES: O1[C@H]2O[C@H]12.Cl
HOMO-LUMO gap (spin up / spin down): 8.8412 / 8.8430 eV
Molar mass: 94.50 g/mol
HOMO energy (spin up / spin down): -8.2446 / -8.2457 eV



It turns out run i is the most stable, with the second structure 0.0285 hartree higher.



Run i
The following is a quantum chemistry calculation of one molecule with the formula C2H3ClO2, from the Open Molecules 2025 dataset.

```
! RIJCOSX wB97M-V def2-TZVPD def2/J DEFGRID3
* xyz 0 1
O -0.0679 -1.2427 1.0587
C -0.6681 -0.5174 0.3505
O -2.0391 -0.6174 0.3980
C -0.2487 0.7646 -0.3687
Cl 1.5227 0.7330 -0.6591
H -2.0295 -1.5794 0.6005
H -0.8488 0.9737 -1.2959
H -0.6515 1.5422 0.3560
*
```

Calculated values
SMILES: O=C(O)CCl
HOMO-LUMO gap: 11.6992 eV
Molar mass: 94.50 g/mol
HOMO energy: -11.0764 eV



Run ii
The following is a quantum chemistry calculation of a 2-piece molecular cluster, C2H3ClO2 overall, from the Open Molecules 2025 dataset.

```
! RIJCOSX wB97M-V def2-TZVPD def2/J DEFGRID3
* xyz 0 1
O 0.7303 1.8089 -0.0659
C 1.3941 0.8665 0.2710
Cl 1.2343 0.0255 1.6909
H 2.3326 0.7760 -0.1692
C -1.4058 -0.8438 -0.5245
O -0.2504 -1.0339 -0.4992
H -1.8624 -0.0659 0.1934
H -2.1727 -1.5333 -0.8966
*
```

Calculated values
SMILES: O=CCl.C=O
HOMO-LUMO gap: 10.9096 eV
Molar mass: 94.50 g/mol
HOMO energy: -10.3196 eV



It turns out run i is the most stable, with the second structure 0.0576 hartree higher.



Run i
The following is a quantum chemistry calculation of a 2-piece molecular cluster, C2H6O2S overall, from the Open Molecules 2025 dataset.

```
! RIJCOSX wB97M-V def2-TZVPD def2/J DEFGRID3
* xyz 0 1
O 2.3008 -1.1369 0.0209
C 2.4282 -0.0381 -0.4415
O 1.3977 0.6387 -1.0229
H 3.3168 0.6042 -0.4766
H 0.6102 0.2408 -0.6160
C -1.1232 0.5439 1.3525
S -2.1858 -0.0850 -0.0264
H -1.6629 0.3332 2.2695
H -0.1960 -0.0249 1.3216
H -0.8562 1.5984 1.3656
H -3.2885 0.5466 0.4390
*
```

Calculated values
SMILES: O=CO.CS
HOMO-LUMO gap: 10.1155 eV
Molar mass: 94.13 g/mol
HOMO energy: -9.4388 eV



Run ii
The following is a quantum chemistry calculation of a 2-piece molecular cluster, C2H6O2S overall, from the Open Molecules 2025 dataset.

```
! RIJCOSX wB97M-V def2-TZVPD def2/J DEFGRID3
* xyz 0 1
C 1.3073 -0.5336 0.6323
C -1.6808 1.1952 0.1576
O -1.9971 -1.2812 -0.6886
O 2.3208 -1.2870 0.0087
S -1.4991 -0.6834 0.4953
H 1.2877 -0.8990 1.6065
H 1.3121 0.5570 0.3634
H 2.1180 -1.2223 -0.8828
H -1.2110 1.6482 1.0513
H -2.6959 1.0958 0.0573
H -1.0561 1.3416 -0.7614
*
```

Calculated values
HOMO-LUMO gap (spin up / spin down): 8.0023 / 8.6480 eV
Molar mass: 94.13 g/mol
HOMO energy (spin up / spin down): -8.2719 / -8.3037 eV



It turns out run i is the most stable, with the second structure 0.1413 hartree higher.